*i*
The following is a DFT calculation (wB97M-V/def2-TZVPD) of a cluster of 2 separate species, C2H4ClOP in total.

The highest occupied orbital energy (alpha / beta) comes out at -9.802 / -8.335 eV. The calculation puts the HOMO-LUMO gap (alpha / beta) at 0.3197 / 0.2264 hartree.

Structure (ORCA input):
```
! RIJCOSX wB97M-V def2-TZVPD def2/J DEFGRID3
* xyz 0 1
C -0.08986 -0.28486 -0.05207
C -1.53312 0.05668 0.06270
O 3.37311 -0.21801 0.09364
P 0.60201 -1.76800 -0.02285
Cl 2.73746 1.21436 -0.16232
H 0.62178 0.55805 -0.17235
H -1.67993 0.87696 0.76007
H -2.10804 -0.80469 0.40023
H -1.92341 0.36951 -0.90705
*
```

Results of the Mulliken charge analysis, in e, for atoms 1 through 8: number 1, C, carries 0.37; number 2, C, carries -0.98; number 3, O, carries -0.29; number 4, P, carries 0.00; number 5, Cl, carries 0.09; number 6, H, carries -0.07; number 7, H, carries 0.28; number 8, H, carries 0.33



*ii*
The following is a DFT calculation (wB97M-V/def2-TZVPD) of a cluster of 2 separate species, C2H4ClOP in total.

The highest occupied orbital energy comes out at -10.508 eV. The calculation puts the HOMO-LUMO gap at 0.3481 hartree. As for the SMILES: O=PCl.C=C.

Structure (ORCA input):
```
! RIJCOSX wB97M-V def2-TZVPD def2/J DEFGRID3
* xyz 0 1
O 2.53063 -1.65496 0.39515
P 2.44161 -0.71633 -0.72924
Cl 2.95248 1.19328 -0.11786
C -0.77934 0.52190 0.30603
C -1.73811 -0.20042 -0.16001
H -0.06114 0.93387 -0.45612
H -0.96497 0.97133 1.23263
H -2.36538 -0.55011 0.63489
H -2.01578 -0.49854 -1.10548
*
```

Results of the Mulliken charge analysis, in e, for atoms 1 through 8: number 1, O, carries -0.36; number 2, P, carries 0.55; number 3, Cl, carries -0.19; number 4, C, carries -0.44; number 5, C, carries -0.54; number 6, H, carries 0.26; number 7, H, carries 0.24; number 8, H, carries 0.20



Q: What are the energies relative to the best structure? A: *i* 467.8; *ii* 0.0, in kJ/mol.



*i*
The following is a DFT calculation (wB97M-V/def2-TZVPD) of the ion C5H14NO with charge +1.

The highest occupied orbital energy comes out at -14.970 eV. The calculation puts the HOMO-LUMO gap at 0.4257 hartree. As for the SMILES: CC(C)[C@@H]([NH3+])CO.

Structure (ORCA input):
```
! RIJCOSX wB97M-V def2-TZVPD def2/J DEFGRID3
* xyz 1 1
C -1.08744 1.26338 0.29576
C -0.00999 0.87056 -0.64524
C 1.21954 1.93454 -0.70330
C 0.54066 -0.61990 -0.26201
N 0.81231 -0.82688 1.15916
C -0.69168 -1.71086 -0.58741
O -1.41138 -2.05598 0.66421
H -1.53949 2.14733 -0.25173
H -2.04911 0.58846 0.57547
H -0.66370 1.62525 1.36939
H -0.46250 0.66398 -1.78613
H 2.11610 1.38019 -0.86143
H 1.21704 2.39164 0.29767
H 1.11325 2.72081 -1.47604
H 1.47889 -0.91389 -0.84604
H 1.51771 -0.20170 1.55425
H 0.91451 -1.80248 1.31763
H -0.02827 -0.58492 1.60308
H -1.25465 -1.23286 -1.33993
H -0.06364 -2.63755 -0.93835
H -1.66819 -2.99913 0.86101
*
```

Results of the Mulliken charge analysis, in e, for atoms 1 through 8: number 1, C, carries -1.37; number 2, C, carries 0.44; number 3, C, carries -1.26; number 4, C, carries -0.38; number 5, N, carries -0.20; number 6, C, carries -0.53; number 7, O, carries -0.55; number 8, H, carries 0.37



*ii*
The following is a DFT calculation (wB97M-V/def2-TZVPD) of a cluster of 2 separate species, C5H14NO in total.

The highest occupied orbital energy comes out at -13.018 eV. The calculation puts the HOMO-LUMO gap at 0.3551 hartree.

Structure (ORCA input):
```
! RIJCOSX wB97M-V def2-TZVPD def2/J DEFGRID3
* xyz 1 1
C -1.99356 0.03554 0.22859
C -0.87982 -0.03826 1.29798
C 0.52215 -0.37013 0.76496
C 1.09797 -1.55281 0.97776
C 2.49385 -1.84482 0.58261
N -1.45275 0.65342 -1.09019
H -2.71743 0.80632 0.49713
H -2.31939 -0.99335 0.10675
H -1.07517 -0.79966 2.05883
H -0.75326 0.95807 1.68455
H 1.08572 0.50873 0.42771
H 0.48143 -2.42778 1.17640
H 3.03519 -0.99377 0.12726
H 2.53202 -2.69155 -0.10866
H 3.09202 -2.29493 1.39578
H -0.45534 0.63949 -1.35030
H -1.64564 1.63692 -0.94754
H -1.80993 0.02615 -1.80854
H 0.39841 2.73138 -2.75761
H 0.47439 3.23011 -1.32185
O -0.11085 2.78091 -1.94162
*
```

Results of the Mulliken charge analysis, in e, for atoms 1 through 8: number 1, C, carries -0.60; number 2, C, carries -0.72; number 3, C, carries -0.37; number 4, C, carries 0.02; number 5, C, carries -1.18; number 6, N, carries -0.28; number 7, H, carries 0.35; number 8, H, carries 0.37



*iii*
The following is a DFT calculation (wB97M-V/def2-TZVPD) of a cluster of 2 separate species, C5H14NO in total.

The highest occupied orbital energy comes out at -12.161 eV. The calculation puts the HOMO-LUMO gap at 0.1691 hartree.

Structure (ORCA input):
```
! RIJCOSX wB97M-V def2-TZVPD def2/J DEFGRID3
* xyz 1 1
C 0.49862 1.07104 -0.73855
O 1.57596 0.90885 0.18724
C -0.71975 1.04492 0.10747
C -1.18115 -0.13661 0.74197
C -2.67972 -0.59769 0.44665
C -2.88344 -0.86731 -1.04890
N 4.44574 -1.12050 0.41661
H 0.55911 0.20607 -1.39125
H 0.61381 2.03847 -1.23749
H 1.35777 1.32605 1.03716
H -1.00065 1.96958 0.61536
H -0.53335 -0.97662 0.48089
H -1.14069 0.05359 1.81892
H -2.83547 -1.47498 1.05402
H -3.28851 0.26526 0.68174
H -3.95511 -0.87848 -1.23590
H -2.46159 -0.04614 -1.62247
H -2.42826 -1.80178 -1.35870
H 3.69722 -0.44873 0.46339
H 5.15105 -0.80237 -0.23011
H 4.12335 -2.04344 0.17379
*
```

Results of the Mulliken charge analysis, in e, for atoms 1 through 8: number 1, C, carries -0.41; number 2, O, carries -0.39; number 3, C, carries -0.13; number 4, C, carries -0.38; number 5, C, carries -0.42; number 6, C, carries -1.10; number 7, N, carries -0.67; number 8, H, carries 0.33



Q: What are the energies relative to the best structure? A: *i* 83.6; *ii* 0.0; *iii* 227.0, in kJ/mol.



*i*
The following is a DFT calculation (wB97M-V/def2-TZVPD) of a cluster of 3 separate species, C5H14NO in total.

The highest occupied orbital energy comes out at -12.404 eV. The calculation puts the HOMO-LUMO gap at 0.1963 hartree.

Structure (ORCA input):
```
! RIJCOSX wB97M-V def2-TZVPD def2/J DEFGRID3
* xyz 1 1
C 2.72865 -0.84487 0.82348
C 1.53502 -0.04599 0.71684
C 0.74308 0.07301 -0.42644
C -0.16901 1.09560 -0.38933
C 1.12483 -0.59342 -1.73115
N -3.44131 1.52438 0.97393
H 2.52010 -1.91279 0.75083
H 3.37873 -0.68076 -0.04376
H 1.21373 0.57448 1.54829
H -2.29367 -1.98847 -0.25051
H -0.25617 1.59651 0.56284
H -0.60262 1.50503 -1.28460
H 1.74544 -0.02027 -2.41871
H 1.54821 -1.57766 -1.51646
H 0.20817 -0.81982 -2.28091
H -3.48895 2.17311 0.20904
H -3.08567 0.62500 0.70275
H -3.18970 1.88293 1.87364
H 3.29895 -0.60809 1.70919
H -1.41965 -0.66482 0.09109
O -2.09817 -1.29309 0.37997
*
```

Results of the Mulliken charge analysis, in e, for atoms 1 through 8: number 1, C, carries -1.33; number 2, C, carries 0.15; number 3, C, carries 0.95; number 4, C, carries -0.77; number 5, C, carries -1.34; number 6, N, carries -0.59; number 7, H, carries 0.39; number 8, H, carries 0.42



*ii*
The following is a DFT calculation (wB97M-V/def2-TZVPD) of a cluster of 2 separate species, C5H14NO in total.

The highest occupied orbital energy comes out at -13.875 eV. The calculation puts the HOMO-LUMO gap at 0.3933 hartree.

Structure (ORCA input):
```
! RIJCOSX wB97M-V def2-TZVPD def2/J DEFGRID3
* xyz 1 1
C -1.30599 0.79235 -0.23873
C -0.47332 0.73043 -1.52794
C 0.17284 -0.59011 -1.88714
C 2.13809 -0.12030 -0.35981
C 1.43738 -0.93504 -1.12791
N -0.83319 -0.20611 0.76008
H -1.24530 1.80497 0.15551
H -2.35122 0.58159 -0.45402
H 0.27717 1.52387 -1.53845
H -1.13845 1.08157 -2.32358
H -0.47465 -1.46890 -1.87939
H 0.44220 -0.54238 -2.94388
H 1.91539 0.93256 -0.25847
H 2.96939 -0.49719 0.21546
H 1.62390 -1.99850 -1.13054
H -1.25183 -1.13324 0.61482
H -1.01952 0.01824 1.75909
H 0.17668 -0.39703 0.66027
H -0.31462 -0.66240 3.83755
H -0.09716 0.86650 4.05878
O -0.64778 0.21908 3.60831
*
```

Results of the Mulliken charge analysis, in e, for atoms 1 through 8: number 1, C, carries -0.62; number 2, C, carries -0.61; number 3, C, carries -0.55; number 4, C, carries -0.86; number 5, C, carries -0.22; number 6, N, carries -0.15; number 7, H, carries 0.30; number 8, H, carries 0.37



*iii*
The following is a DFT calculation (wB97M-V/def2-TZVPD) of a cluster of 2 separate species, C5H14NO in total.

The highest occupied orbital energy comes out at -15.672 eV. The calculation puts the HOMO-LUMO gap at 0.4673 hartree.

Structure (ORCA input):
```
! RIJCOSX wB97M-V def2-TZVPD def2/J DEFGRID3
* xyz 1 1
C -1.83502 1.41931 0.24413
C -0.60297 0.79645 -0.38886
N 0.03980 -0.22421 0.51236
C 0.76408 -1.24393 -0.35354
C 0.06288 -1.19504 -1.69735
C -0.86940 0.02807 -1.68678
H -1.62847 1.94142 1.17024
H -2.59495 0.65628 0.41796
H -2.22290 2.14571 -0.48403
H 0.13547 1.57723 -0.54866
H -0.70886 -0.70463 0.99988
H 0.65893 0.15411 1.24540
H 1.80219 -0.90870 -0.33795
H 0.69917 -2.21179 0.11656
H 0.78931 -1.18240 -2.49064
H -0.55937 -2.06739 -1.85177
H -1.91392 -0.28243 -1.62649
H -0.79962 0.61950 -2.59008
H 2.69147 0.86488 2.40214
H 1.92870 0.00245 3.44142
O 1.95354 0.23654 2.49840
*
```

Results of the Mulliken charge analysis, in e, for atoms 1 through 8: number 1, C, carries -1.49; number 2, C, carries 0.20; number 3, N, carries -0.13; number 4, C, carries -0.62; number 5, C, carries -0.45; number 6, C, carries -0.73; number 7, H, carries 0.41; number 8, H, carries 0.42



*iv*
The following is a DFT calculation (wB97M-V/def2-TZVPD) of a cluster of 2 separate species, C5H14NO in total.

The highest occupied orbital energy comes out at -14.019 eV. The calculation puts the HOMO-LUMO gap at 0.3951 hartree.

Structure (ORCA input):
```
! RIJCOSX wB97M-V def2-TZVPD def2/J DEFGRID3
* xyz 1 1
C 0.86328 -0.22419 -2.82610
C 0.57571 1.23648 -2.36618
C -0.37463 1.45500 -1.21615
C 0.06272 0.90259 0.10944
C -0.43183 -0.13129 0.78080
N 0.04665 -0.39895 2.16324
H 0.00964 -0.87737 -2.67192
H 1.75490 -0.65410 -2.34364
H 1.07134 -0.25472 -3.87703
H 0.14736 1.74369 -3.25564
H 1.53332 1.68619 -2.08108
H -1.44801 1.24062 -1.33716
H -0.47412 2.51955 -0.98304
H 1.12903 1.15723 0.27450
H -1.24046 -0.76316 0.44605
H -0.06402 0.46260 2.70934
H 1.07525 -0.50828 2.24983
H -0.38471 -1.15045 2.78162
H -0.63660 -2.86352 4.07281
H -2.06368 -2.44505 3.65692
O -1.15115 -2.13287 3.71342
*
```

Results of the Mulliken charge analysis, in e, for atoms 1 through 8: number 1, C, carries -1.11; number 2, C, carries -0.35; number 3, C, carries -0.80; number 4, C, carries -0.15; number 5, C, carries -0.30; number 6, N, carries -0.28; number 7, H, carries 0.29; number 8, H, carries 0.30



Q: What are the energies relative to the best structure? A: *i* 348.8; *ii* 108.6; *iii* 0.0; *iv* 167.9, in kJ/mol.